6
Properties=species:S:1:pos:R:3 method="wB97M-V/def2-TZVPD" total_charge=-1 gap_ev=7.397 fmax_ev_per_a=0.3
N -1.15 1.74 -0.91
H -0.43 2.35 -1.29
H -1.45 1.17 -1.69
H -0.68 1.08 -0.29
S 0.61 -0.92 0.46
H 0.75 -1.28 1.74